122
Properties=species:S:1:pos:R:3 method="wB97M-V/def2-TZVPD" smiles="CCB(O)c1cc2c(c([C@@H](C)CC)c1CCC(C)C)C(=O)N(F)C2=O.O=C1OCCO1.O=C1OCCO1.O=C1OCCO1.O=C1OCCO1.O=C1OCCO1.O=C1OCCO1.O=C1OCCO1" fmax_ev_per_a=1.551 total_charge=0 orbital_gap_ev=8.974 e_homo_ev=-9.56 total_energy_ha=-3542.4703
C 2.61 1.71 -0.09
C 2.60 1.07 1.31
B 1.25 0.39 1.74
O 0.93 0.30 3.09
C 0.16 -0.14 0.71
C -0.52 0.88 0.05
C -1.49 0.56 -0.87
C -1.85 -0.79 -1.08
C -1.23 -1.86 -0.40
C -1.63 -3.32 -0.63
C -1.92 -4.08 0.68
C -2.78 -3.65 -1.59
C -4.19 -3.51 -0.98
C -0.16 -1.50 0.48
C 0.69 -2.52 1.22
C 1.46 -3.60 0.43
C 2.32 -3.16 -0.77
C 1.64 -3.27 -2.13
C 2.99 -1.80 -0.60
C -2.93 -0.68 -2.13
O -3.96 -1.23 -2.35
N -2.62 0.56 -2.90
F -1.39 0.26 -3.54
C -2.28 1.42 -1.76
O -2.66 2.53 -1.65
H 1.90 1.25 -0.77
H 3.59 1.57 -0.53
H 2.44 2.78 -0.04
H 3.39 0.31 1.37
H 2.89 1.82 2.04
H 1.55 -0.23 3.59
H -0.26 1.92 0.21
H -0.76 -3.81 -1.05
H -2.49 -3.47 1.38
H -2.50 -4.97 0.47
H -1.02 -4.44 1.16
H -2.71 -3.17 -2.55
H -2.66 -4.71 -1.80
H -4.93 -3.39 -1.76
H -4.23 -2.69 -0.27
H -4.43 -4.42 -0.44
H 1.42 -2.02 1.85
H 0.02 -3.01 1.93
H 2.16 -4.03 1.15
H 0.82 -4.43 0.13
H 3.14 -3.88 -0.80
H 2.25 -2.74 -2.86
H 0.66 -2.80 -2.16
H 1.57 -4.31 -2.47
H 3.25 -1.63 0.44
H 3.89 -1.78 -1.22
H 2.35 -1.02 -0.99
C -1.68 -6.91 4.49
C -0.38 -7.22 5.21
O 0.58 -7.12 4.16
C 0.08 -6.33 3.19
O 0.70 -5.92 2.26
O -1.23 -6.07 3.42
H -2.40 -6.39 5.11
H -2.14 -7.80 4.06
H -0.14 -6.48 5.98
H -0.36 -8.21 5.66
C 2.82 1.39 -4.96
C 2.64 1.16 -3.48
O 3.95 0.76 -3.06
C 4.84 1.25 -3.96
O 6.02 1.24 -3.81
O 4.21 1.76 -5.04
H 2.20 2.18 -5.36
H 2.67 0.48 -5.55
H 2.36 2.07 -2.95
H 1.91 0.38 -3.25
C 7.22 4.42 -4.84
C 7.83 4.35 -3.46
O 8.56 5.59 -3.39
C 7.99 6.46 -4.25
O 8.23 7.62 -4.30
O 7.09 5.83 -5.04
H 6.25 3.93 -4.90
H 7.88 4.00 -5.60
H 7.08 4.34 -2.67
H 8.50 3.50 -3.33
C -5.57 0.37 0.03
C -5.80 1.73 -0.59
O -7.22 1.77 -0.73
C -7.76 0.92 0.17
O -8.91 0.85 0.43
O -6.79 0.16 0.75
H -4.72 0.38 0.70
H -5.46 -0.41 -0.72
H -5.48 2.54 0.06
H -5.31 1.84 -1.56
C -4.52 2.40 4.89
C -5.39 1.51 4.03
O -4.56 1.30 2.87
C -3.27 1.51 3.23
O -2.34 1.26 2.53
O -3.19 2.03 4.47
H -4.64 2.22 5.95
H -4.67 3.46 4.68
H -5.57 0.54 4.48
H -6.33 1.96 3.76
C 4.75 8.68 -3.60
C 4.24 8.02 -4.87
O 3.70 6.79 -4.37
C 3.38 6.96 -3.07
O 2.77 6.18 -2.42
O 3.87 8.13 -2.61
H 4.68 9.76 -3.62
H 5.77 8.39 -3.37
H 3.44 8.59 -5.35
H 5.03 7.83 -5.59
C -2.61 -2.53 5.83
C -2.91 -1.18 5.21
O -4.35 -1.19 5.14
C -4.81 -2.07 6.07
O -5.95 -2.18 6.37
O -3.79 -2.79 6.60
H -1.73 -2.53 6.47
H -2.51 -3.32 5.08
H -2.60 -0.35 5.84
H -2.48 -1.06 4.22